No. 1
Below is the molecule C9H8N2, with properties calculated with the ωB97M-V functional and the def2-TZVPD basis.

Each line ends with the Löwdin charge.
Positions of all 19 atoms, in Å:
N  -0.84526  -2.33216  0.61151  0.157
N  2.45057  -2.84051  -0.78939  0.115
C  -1.80542  1.53474  -0.44948  -0.106
C  -0.91786  0.46768  -0.77607  -0.035
C  0.59874  1.36378  0.86026  -0.042
C  1.22125  -0.64244  -0.48003  0.086
C  1.43923  -1.91969  -0.57436  -0.405
C  -0.34168  2.33797  1.11621  -0.132
C  0.27907  -2.48216  0.11166  -0.001
C  0.31274  0.39420  -0.12023  -0.281
C  -1.56860  2.45317  0.50661  -0.126
H  -1.52501  -1.61376  0.77083  0.066
H  -1.07032  -0.03725  -1.69367  0.106
H  2.22806  -3.75120  -1.10773  0.087
H  3.24593  -2.48496  -1.07315  0.021
H  -0.22419  3.13601  1.90600  0.118
H  -2.64718  1.69070  -1.00117  0.068
H  -2.40221  3.28525  0.66552  0.153
H  1.57214  1.44062  1.51669  0.151

Net charge: 0
LUMO (spin up / spin down) (eV): 0.19 / 0.18
HOMO-LUMO gap (spin up / spin down) (eV): 7.49 / 7.48
HOMO (spin up / spin down) (eV): -7.299 / -7.295
ΔE to the lowest compared entry with this formula, charge and spin (kJ/mol): 547.73

No. 2
Below is a structure of composition C23H37BLiN4, with properties calculated with the ωB97M-V functional and the def2-TZVPD basis.

Each line ends with the Löwdin charge.
Positions of all 66 atoms, in Å:
N  -2.47958  0.51681  2.92750  -0.096
N  -1.31095  0.69394  2.29610  -0.004
N  -2.90971  0.27881  -0.10234  -0.007
N  -3.85628  -0.07854  0.77789  -0.097
C  1.67539  1.05468  -0.10543  -0.072
C  -3.40668  0.04969  -1.31702  -0.197
C  2.55217  -1.02941  1.09668  -0.522
C  0.27203  -3.31924  -0.30420  -0.061
C  0.26413  0.25745  -1.65984  -0.122
C  3.55555  -2.01850  0.47699  -0.059
C  0.56149  3.87840  -0.63890  -0.056
C  -2.34071  0.78166  4.23588  -0.121
C  -0.42934  1.08276  3.21595  -0.189
C  -0.88955  -2.32877  -2.19624  -0.073
C  0.73048  2.82963  -1.74820  -0.569
C  3.41977  0.00774  1.83099  -0.083
C  0.75547  -0.86356  -0.93694  -0.188
C  1.66763  -0.35079  0.04521  -0.160
C  -1.02917  1.15226  4.47469  -0.084
C  0.44029  -2.28351  -1.42530  -0.527
C  -0.46398  2.94210  -2.69977  -0.064
C  -4.70412  -0.46120  -1.23066  -0.084
C  1.53698  -2.74588  -2.40362  -0.048
C  -4.94016  -0.53323  0.13034  -0.120
C  0.82705  1.44070  -1.15712  -0.275
C  1.72666  -1.74101  2.18316  -0.043
C  2.01623  3.14254  -2.53137  -0.056
B  -3.86520  0.15109  2.31860  -0.427
Li  -0.87287  0.41364  0.27468  0.575
H  4.07507  0.53745  1.13645  0.084
H  -4.25689  -0.87053  2.84126  0.060
H  -5.36920  -0.74476  -2.02865  0.078
H  1.56759  -2.07271  -3.26297  0.084
H  2.26353  1.74804  0.47815  0.089
H  1.19753  -3.51691  0.23014  0.051
H  4.04563  -0.50197  2.56856  0.077
H  1.96095  4.13810  -2.98572  0.073
H  2.17058  2.40421  -3.32070  0.083
H  -3.17343  0.69839  4.91465  0.112
H  1.13164  -1.01314  2.73466  0.061
H  -2.81388  0.24690  -2.19639  0.090
H  -0.07117  -4.26883  -0.72478  0.080
H  -0.35118  0.21058  -2.54576  0.083
H  4.26067  -2.36263  1.23994  0.075
H  1.34152  -3.76139  -2.76711  0.077
H  -0.35196  2.27395  -3.55639  0.077
H  -5.80943  -0.87063  0.67074  0.112
H  3.07498  -2.89737  0.05626  0.049
H  -0.35456  3.68356  -0.07770  0.085
H  -0.54877  3.96467  -3.07871  0.077
H  2.88098  3.10845  -1.86620  0.077
H  -0.47180  -2.97221  0.41625  0.089
H  -1.06792  -3.34793  -2.55193  0.079
H  -1.38912  2.68572  -2.17837  0.080
H  -0.59027  1.43199  5.41740  0.078
H  2.38364  -2.26045  2.88935  0.082
H  4.12367  -1.52626  -0.31561  0.089
H  1.03684  -2.46472  1.75705  0.043
H  1.40176  3.84435  0.05647  0.072
H  0.50929  4.88523  -1.06564  0.075
H  -0.88635  -1.67993  -3.07143  0.071
H  -1.72363  -2.03876  -1.55566  0.071
H  0.59031  1.30011  2.93628  0.086
H  2.51838  -2.72850  -1.93413  0.057
H  2.81227  0.74175  2.36267  0.066
H  -4.62032  1.07590  2.54990  0.061

Net charge: -1
LUMO (eV): 2.89
HOMO-LUMO gap (eV): 6.89
HOMO (eV): -3.994

No. 3
Below is the molecule C4H9NO2S, with properties calculated with the ωB97M-V functional and the def2-TZVPD basis.

Each line ends with the Löwdin charge.
Positions of all 17 atoms, in Å:
S  -0.41684  0.74152  -0.75345  0.986
O  0.68463  -2.72318  -0.55283  -0.084
O  0.12894  -0.75786  1.36695  -0.023
N  0.18475  1.49177  1.70928  -0.046
C  0.38991  -1.87269  -1.62716  -0.324
C  0.01025  0.39158  0.93441  -0.761
C  -0.78278  -0.90875  -1.36310  -0.448
C  0.16382  2.85850  1.19102  -0.125
H  -1.45189  -1.37153  -0.66314  0.079
H  1.02642  3.01391  0.48019  0.096
H  0.24068  3.52688  2.05057  0.083
H  0.40182  1.23565  2.65944  0.142
H  1.29336  -1.30228  -1.92633  0.113
H  -1.32900  -0.71674  -2.29738  0.077
H  0.18517  -2.53969  -2.47099  0.114
H  -0.79099  3.06924  0.67021  0.071
H  0.60479  -2.18571  0.26376  0.051

SMILES: CNC(=O)SCCO
Net charge: 0
LUMO (eV): 0.60
HOMO-LUMO gap (eV): 10.13
HOMO (eV): -9.531
ΔE to the lowest compared entry with this formula, charge and spin (kJ/mol): 48.40

No. 4
Below is a structure of composition C5H11Cl, with properties calculated with the ωB97M-V functional and the def2-TZVPD basis.

Each line ends with the Löwdin charge.
Positions of all 17 atoms, in Å:
Cl  1.43077  -0.40243  2.85261  0.505
C  -0.27443  0.97570  -1.80436  -0.169
C  0.81303  -0.48315  1.06486  -0.783
C  0.37016  -1.75175  0.60305  -0.171
C  -1.03408  0.83832  -0.50241  -0.322
C  -0.13854  0.64459  0.83314  -0.268
H  0.86938  -2.77260  0.97624  0.125
H  0.89568  1.46428  -1.58329  0.131
H  1.62399  -0.20994  0.42570  0.081
H  -1.55845  1.78073  -0.19269  0.100
H  -0.66174  0.65503  1.85317  0.103
H  -1.84867  0.01249  -0.60626  0.120
H  -0.22969  -0.31773  -2.19879  0.145
H  0.57274  -1.61596  -0.54491  0.103
H  -0.74588  1.67586  -2.60012  0.071
H  -0.68417  -2.10571  0.62533  0.083
H  0.59990  1.61228  0.79872  0.146

Net charge: 0
LUMO (eV): 0.84
HOMO-LUMO gap (eV): 11.38
HOMO (eV): -10.544
ΔE to the lowest compared entry with this formula, charge and spin (kJ/mol): 289.16

No. 5
Below is the molecule C7H10ClN3O2, with properties calculated with the ωB97M-V functional and the def2-TZVPD basis.

Each line ends with the Löwdin charge.
Positions of all 23 atoms, in Å:
Cl  2.11970  -2.51972  0.62586  0.622
O  0.53302  2.00821  -0.76516  -0.017
O  0.25106  2.46904  1.42129  0.079
N  0.13629  1.58719  0.33209  -0.319
N  2.58012  0.02264  1.15256  0.143
N  -2.36341  -0.52658  -0.32840  0.042
C  -0.38082  -1.31096  -1.27791  -0.034
C  1.98129  -0.44112  -1.11230  -0.201
C  2.26379  -0.75789  0.26730  -0.779
C  -3.30058  0.21999  0.59568  -0.091
C  -1.07461  -0.48489  -0.37832  -0.305
C  -0.36510  0.46177  0.60760  -0.026
C  0.89998  -1.27288  -1.71097  -0.094
H  2.85893  -0.22840  2.07197  0.064
H  -0.58699  0.24005  1.64945  0.148
H  -4.20672  0.26479  0.04745  0.045
H  1.13084  -1.82986  -2.61401  0.114
H  2.97676  -0.48803  -1.54487  0.142
H  0.51119  3.30522  1.07899  0.097
H  -3.46108  -0.43693  1.57844  0.119
H  -1.12237  -1.96096  -1.70049  0.116
H  -2.91823  1.16323  1.03985  0.068
H  1.53693  0.51609  -1.03607  0.068

Spin multiplicity: 3
Net charge: 0
LUMO (spin up / spin down) (eV): 0.73 / -2.59
HOMO-LUMO gap (spin up / spin down) (eV): 6.93 / 6.47
HOMO (spin up / spin down) (eV): -6.197 / -9.064

No. 6
Below is the molecule C5H6N2, with properties calculated with the ωB97M-V functional and the def2-TZVPD basis.

Each line ends with the Löwdin charge.
Positions of all 13 atoms, in Å:
N  -0.09449  -0.78099  -0.14238  -0.172
N  -1.21653  -1.34938  0.07272  0.055
C  -0.17056  0.63231  -0.21914  -0.227
C  -2.12328  -0.33186  -0.06917  -0.156
C  -1.40943  0.83792  -0.11498  -0.170
C  1.33768  0.69030  0.07434  -0.056
C  1.44449  -0.99097  -0.13594  0.012
H  1.96596  1.31271  -0.55961  0.087
H  -3.31224  -0.28804  0.25387  0.155
H  -1.71498  1.98419  -0.02709  0.152
H  1.71689  -1.40639  -1.12986  0.102
H  2.00972  -1.22432  0.94382  0.157
H  1.56676  0.91452  1.05342  0.059

SMILES: c1cc2n(n1)CC2
Net charge: 0
LUMO (eV): 0.89
HOMO-LUMO gap (eV): 9.69
HOMO (eV): -8.794
ΔE to the lowest compared entry with this formula, charge and spin (kJ/mol): 454.74

No. 7
Below is a cluster of 2 separate species, C20H20F6N2O5S in total, with properties calculated with the ωB97M-V functional and the def2-TZVPD basis.

Each line ends with the Löwdin charge.
Positions of all 54 atoms, in Å:
S  1.76620  1.46674  0.75437  0.750
F  -5.82865  -5.63024  -2.87616  0.241
F  0.43401  -3.04694  2.85667  0.334
F  1.07147  -0.91819  3.14502  0.019
F  -4.29112  -6.56927  -4.23022  -0.057
F  -5.77931  -5.02356  -5.15531  0.036
F  -0.62142  -1.60881  2.06397  0.125
O  -0.83455  -0.57345  -3.66352  0.042
O  0.68196  -1.69597  -0.24354  0.002
O  2.97651  0.52951  1.00122  -0.317
O  0.64946  0.85436  1.15552  -0.250
O  -3.31682  -4.86844  -2.31170  -0.117
N  -0.46333  0.54338  -1.76175  0.034
N  1.83939  2.31105  -0.86004  -0.007
C  -0.77239  -3.56908  -0.06415  -0.007
C  1.02496  3.26946  2.82235  0.140
C  -3.81849  -4.37754  -3.69831  0.016
C  0.61371  -2.03288  2.30684  -0.614
C  -0.08391  -2.58067  -0.67855  -0.204
C  -2.38233  -3.82744  -1.73300  -0.135
C  -0.19610  1.86900  -2.13608  -0.229
C  2.13002  2.86425  1.72508  -0.234
C  0.61424  2.67384  -1.23764  -0.350
C  1.15066  4.42082  3.71955  0.000
C  -1.69504  -4.43168  -0.69014  0.050
C  3.37917  4.40105  2.72201  -0.040
C  1.38777  -1.91686  0.77548  -0.137
C  -1.07247  -1.85887  -1.71994  0.029
C  2.58885  6.07109  4.61863  0.010
C  -5.13621  -5.33108  -3.88681  -0.426
C  -1.88197  -2.65208  -2.44756  0.004
C  2.36872  4.84127  3.57818  -0.239
C  -0.77177  -0.47857  -2.45163  -0.508
C  3.21705  3.49142  1.81611  -0.174
H  4.38878  5.06528  2.71362  0.179
H  0.25116  2.56853  2.86603  0.071
H  -0.12865  0.32327  -0.57874  0.236
H  3.07977  6.93261  4.05534  0.102
H  0.51918  3.70059  -1.79682  0.167
H  -2.46626  -2.09915  -3.37392  0.171
H  2.33018  1.72535  -1.26868  -0.005
H  2.23384  -1.37672  1.01910  0.063
H  3.34520  5.67918  5.43649  0.126
H  -0.07145  2.69018  -0.29933  0.152
H  -3.23653  -4.03082  -4.42753  0.056
H  -4.65974  -3.25445  -3.22165  0.224
H  0.61065  4.45143  4.38898  0.000
H  0.45608  1.57040  -3.20037  0.193
H  -0.16130  -3.96548  0.56441  0.047
H  -1.93555  -5.28003  -0.44320  0.035
H  4.01300  3.28106  1.30295  0.089
H  1.74389  6.24805  4.92840  -0.053
H  -1.15600  2.22025  -2.66757  0.160
H  1.89553  -3.06516  0.78753  0.200

Net charge: 0
LUMO (eV): 0.03
HOMO-LUMO gap (eV): 8.29
HOMO (eV): -8.261
ΔE to the lowest compared entry with this formula, charge and spin (kJ/mol): 2108.18

No. 8
Below is a structure of composition C22H21BrN3O2PdSbSe4, with properties calculated with the ωB97M-V functional and the def2-TZVPD basis.

Each line ends with the Löwdin charge.
Positions of all 55 atoms, in Å:
Sb  -2.29696  -0.69076  -3.50132  0.360
Pd  -0.73610  -0.14597  -1.49753  0.294
Br  2.20874  0.38154  -1.73485  0.805
Se  -7.50116  -0.61974  -0.28464  -0.010
Se  -4.38190  0.54135  -3.20613  0.003
Se  -8.84265  0.46637  0.91419  -0.004
Se  -1.13457  1.57870  -3.38400  0.000
O  -3.11488  3.29820  -0.66071  0.010
O  -2.42466  0.62523  -0.55014  -0.437
N  -0.90666  1.64442  0.95463  0.010
N  0.18635  -1.84595  0.37026  0.074
N  0.11126  1.16142  0.29333  -0.079
C  5.45148  1.23964  -1.24357  -0.053
C  2.55026  0.90949  0.05117  -0.625
C  5.13352  0.77289  0.06950  -0.225
C  6.10359  0.12216  0.80350  -0.060
C  -4.92316  2.47609  3.11598  -0.083
C  -2.21256  0.98783  0.79738  -0.378
C  -1.46600  -4.96920  -0.82197  -0.077
C  -3.76732  3.01553  0.53263  -0.264
C  -1.17254  -3.83069  -0.06368  -0.050
C  -0.51317  -5.49994  -1.69335  -0.098
C  7.36565  -0.13758  0.26293  -0.073
C  -4.79244  3.83224  1.00528  -0.006
C  3.74706  0.99438  0.60668  -0.104
C  0.03180  -3.16505  -0.13716  -0.348
C  7.58549  0.16659  -1.09185  -0.092
C  0.89488  -3.58301  -1.09595  -0.062
C  0.64560  -4.76688  -1.82501  -0.089
C  -3.35189  1.94293  1.29656  -0.105
C  -5.34070  3.52886  2.25934  -0.101
C  -3.96632  1.58280  2.52401  -0.031
C  6.68954  0.93067  -1.81105  -0.083
C  1.28562  1.37888  0.74036  -0.194
H  6.93812  1.38390  -2.75245  0.102
H  -0.59924  -6.43960  -2.22844  0.103
H  -3.62614  0.72987  3.10235  0.097
H  -1.91226  -3.43245  0.62377  0.112
H  -6.15058  4.18372  2.66989  0.108
H  5.94543  -0.05655  1.88080  0.120
H  -2.84853  2.42743  -1.04377  0.023
H  1.43635  -5.07651  -2.51124  0.105
H  1.18366  -1.51578  0.39385  0.086
H  -5.03875  4.70697  0.46045  0.105
H  4.75660  1.84505  -1.82072  0.091
H  3.72636  1.36081  1.64579  0.125
H  -0.70296  2.19589  1.80585  0.164
H  1.47078  1.95976  1.63571  0.119
H  8.55735  -0.13376  -1.50923  0.108
H  8.12914  -0.63287  0.85600  0.103
H  1.84761  -3.11156  -1.33699  0.105
H  -2.23660  0.08610  1.41097  0.115
H  -5.40276  2.35425  4.12786  0.109
H  -2.41690  -5.48012  -0.67148  0.105
H  -0.20190  -1.67798  1.26622  0.074

Spin multiplicity: 5
Net charge: 0
LUMO (spin up / spin down) (eV): -1.21 / -1.85
HOMO-LUMO gap (spin up / spin down) (eV): 6.54 / 5.99
HOMO (spin up / spin down) (eV): -7.757 / -7.844
ΔE to the lowest compared entry with this formula, charge and spin (kJ/mol): 51.29

Number 1: E -457.07005 Eh. Number 2: E -1150.16781 Eh. Number 3: E -761.24499 Eh. Number 4: E -657.18984 Eh. Number 5: E -1047.35694 Eh. Number 6: E -303.46287 Eh. Number 7: E -2256.46780 Eh. Number 8: E -13713.44143 Eh.